# 1
Here is the ion C5H12N with charge +1 from the OMol25 dataset. Energies are from ωB97M-V with the def2-TZVPD basis set.

Output
E_HOMO in eV: -15.9
Kohn-Sham gap in Eh: 0.4706
Net charge: +1
Relative energy (zero: lowest compared OMol25 entry of this formula, charge and spin) in eV: 2.934
Max |F| in hartree/bohr: 0.0977

Positions of all 18 atoms, in Å:
C: -0.167 1.618 -0.750
H: -0.212 -0.652 1.387
H: 0.284 3.293 0.607
H: 0.721 1.917 -1.345
H: -0.453 -0.433 -1.588
H: -1.171 2.424 1.046
C: 0.074 -0.090 -0.763
C: -0.183 2.323 0.699
N: -0.032 -1.063 0.410
H: -1.105 1.830 -1.240
H: -1.265 -2.274 -0.729
H: 1.810 -1.520 -0.902
C: -0.683 -2.312 0.308
H: 0.429 1.717 1.361
H: -1.516 -2.483 1.101
H: 2.128 -0.307 0.328
H: 0.029 -3.168 0.268
C: 1.310 -0.820 -0.197

Atom charges from the Mulliken analysis, given in e for atoms 1 to 8: number 1, C, carries -0.505; number 2, H, carries 0.410; number 3, H, carries 0.341; number 4, H, carries 0.315; number 5, H, carries 0.386; number 6, H, carries 0.317; number 7, C, carries -0.318; number 8, C, carries -1.102

=====

# 2
Here is an isolated molecule of C3H3N5 from the OMol25 dataset. Energies are from ωB97M-V with the def2-TZVPD basis set.

Output
E_HOMO in eV: -9.6
Kohn-Sham gap in Eh: 0.3005
Net charge: 0
Relative energy (zero: lowest compared OMol25 entry of this formula, charge and spin) in eV: 2.324
Max |F| in hartree/bohr: 0.0643

Positions of all 11 atoms, in Å:
N: -1.657 -0.495 0.557
H: -0.744 2.407 -0.485
C: 1.034 -0.228 -0.032
C: -0.918 -1.355 -0.276
N: 0.285 -1.253 -0.557
H: -1.431 -2.201 -0.642
C: -0.438 1.369 -0.266
N: 2.061 -0.423 0.722
N: -1.381 0.712 0.573
N: 0.704 0.986 -0.668
H: 2.484 0.479 1.075

Atom charges from the Mulliken analysis, given in e for atoms 1 to 8: number 1, N, carries -0.184; number 2, H, carries 0.375; number 3, C, carries 0.628; number 4, C, carries 0.023; number 5, N, carries -0.362; number 6, H, carries 0.438; number 7, C, carries 0.064; number 8, N, carries -0.638

=====

# 3
Here is an isolated molecule of C6H8N2O4 from the OMol25 dataset. Energies are from ωB97M-V with the def2-TZVPD basis set.

Output
E_HOMO in eV: -9.7
Kohn-Sham gap in Eh: 0.3647
Net charge: 0
Relative energy (zero: lowest compared OMol25 entry of this formula, charge and spin) in eV: 1.700
Max |F| in hartree/bohr: 0.0244

Positions of all 20 atoms, in Å:
H: -3.399 0.959 0.397
H: 2.628 1.379 1.746
H: -2.954 1.949 -1.097
O: 2.300 1.493 -0.682
O: 1.461 -2.784 -0.252
H: 2.192 1.339 -1.634
C: 1.858 0.439 -0.010
H: -1.160 1.063 -2.292
N: 1.410 -0.554 -0.648
C: 1.955 0.568 1.480
H: 2.303 -0.368 1.912
C: -2.750 1.121 -0.441
O: -0.859 0.380 -1.679
C: 0.874 -1.732 -0.246
C: -1.547 -0.869 0.285
O: -2.393 -1.117 1.120
N: -0.479 -1.731 0.157
H: 0.967 0.782 1.888
C: -1.733 0.287 -0.645
H: -0.677 -2.605 0.639

Atom charges from the Mulliken analysis, given in e for atoms 1 to 8: number 1, H, carries 0.325; number 2, H, carries 0.337; number 3, H, carries 0.271; number 4, O, carries -0.494; number 5, O, carries -0.592; number 6, H, carries 0.363; number 7, C, carries 0.931; number 8, H, carries 0.314

=====

# 4
Here is a structure of composition C2H3ClO2 from the OMol25 dataset. Energies are from ωB97M-V with the def2-TZVPD basis set.

Output
E_HOMO in eV: 1.1
Kohn-Sham gap in Eh: 0.2261
Net charge: -2
Relative energy (zero: lowest compared OMol25 entry of this formula, charge and spin) in eV: 3.153
Max |F| in hartree/bohr: 0.1257

Positions of all 8 atoms, in Å:
O: -7.909 -16.230 18.905
H: -8.604 -17.519 21.009
H: -10.200 -17.670 20.287
C: -9.396 -16.967 20.503
H: -9.733 -16.426 21.387
Cl: -11.354 -18.187 21.333
C: -8.961 -15.908 19.512
O: -9.509 -14.781 19.483

Taken from the Mulliken analysis, the atomic charges in e are: number 1, O, carries -0.727; number 2, H, carries 0.320; number 3, H, carries 0.131; number 4, C, carries -0.759; number 5, H, carries 0.202; number 6, Cl, carries -0.893; number 7, C, carries 0.467; number 8, O, carries -0.741